ORCA calculation (ωB97M-V/def2-TZVPD) on C33H36F4N2SbSr as an isolated structure.

CARTESIAN COORDINATES (ANGSTROEM)
Sr 1.69 -0.62 0.29
C 0.38 2.73 0.02
C 1.90 2.82 0.02
N 2.54 1.67 -0.66
C 2.15 1.55 -2.08
C 2.29 2.80 -2.94
C 4.01 1.72 -0.48
C 4.65 0.33 -0.52
N 4.02 -0.54 0.46
C 4.61 -0.84 1.65
C 3.79 -1.18 2.75
F 2.41 -1.11 2.55
C 4.23 -1.55 3.99
F 3.33 -1.85 4.93
C 5.59 -1.61 4.26
C 6.43 -1.27 3.22
F 7.75 -1.32 3.41
C 5.98 -0.91 1.96
F 6.90 -0.66 1.01
H -0.03 3.57 0.58
H 0.03 1.83 0.54
H -0.06 2.73 -0.97
H 2.27 2.82 1.05
H 2.22 3.77 -0.42
H 1.10 1.21 -2.12
H 2.75 0.75 -2.51
H 1.62 3.60 -2.61
H 2.03 2.57 -3.97
H 3.31 3.19 -2.93
H 4.20 2.14 0.51
H 4.47 2.39 -1.21
H 5.72 0.42 -0.41
H 4.51 -0.10 -1.52
H 5.97 -1.90 5.23
C -4.79 -1.22 0.02
C -4.08 -2.44 -0.48
C -4.79 -3.62 -0.72
C -4.16 -4.77 -1.17
C -2.80 -4.77 -1.39
C -2.07 -3.61 -1.16
C -2.70 -2.45 -0.71
Sb -1.45 -0.78 -0.41
C -1.80 -0.45 1.69
C -1.15 -1.51 2.35
C -1.08 -1.59 3.73
C -1.66 -0.59 4.49
C -2.31 0.46 3.85
C -2.39 0.56 2.46
C -3.14 1.71 1.87
C -2.20 0.64 -1.82
C -3.04 1.72 -1.58
C -3.37 2.62 -2.58
C -2.85 2.46 -3.85
C -2.03 1.38 -4.11
C -1.69 0.46 -3.12
C -0.80 -0.70 -3.51
H -5.86 -1.39 0.09
H -4.62 -0.36 -0.63
H -4.43 -0.95 1.02
H -5.86 -3.62 -0.55
H -4.75 -5.66 -1.35
H -2.30 -5.67 -1.74
H -1.00 -3.62 -1.34
H -0.71 -2.32 1.77
H -0.58 -2.42 4.20
H -1.62 -0.62 5.57
H -2.77 1.24 4.45
H -3.42 2.43 2.64
H -4.06 1.37 1.39
H -2.55 2.25 1.12
H -3.47 1.87 -0.60
H -4.03 3.45 -2.36
H -3.10 3.15 -4.64
H -1.64 1.23 -5.11
H -0.66 -0.72 -4.59
H -1.21 -1.66 -3.21
H 0.20 -0.62 -3.06

Properties
HOMO energy: -9.90 eV
relative energy (zero: lowest compared OMol25 entry of this formula, charge and spin): 118.2 kJ/mol
E: -2058.80277 a.u.
net charge: +1